Density functional theory data (ωB97M-V/def2-TZVPD) for C21H40NO11S2 as an isolated structure.

The geometry in XYZ format:
```
75
Properties=species:S:1:pos:R:3:forces:R:3:lowdin_charge:R:1
S -0.0201 3.7004 0.1171 1.0 2.7 -3.4 0.594
S 1.5633 1.4490 0.4671 -2.4 -0.9 0.2 0.632
O 0.1106 5.1944 0.0354 0.0 -2.5 1.1 -0.409
O 0.5969 0.6873 -0.3948 1.9 1.5 1.3 -0.379
O -5.6420 2.7929 -1.8422 -0.4 -0.1 -0.3 0.080
O -6.6400 2.7823 -3.8441 -0.1 0.0 0.1 0.056
O 3.1850 -0.0404 -1.1338 0.4 0.3 0.4 -0.194
O -0.7044 3.2293 -1.1199 0.5 -0.2 2.4 -0.383
O 1.4185 1.0670 1.9137 0.7 1.1 -2.0 -0.410
O -7.8545 2.3897 -1.9863 -0.1 0.0 0.0 0.152
O 4.6549 -3.6741 0.7303 0.1 -0.2 0.1 0.165
O 5.9332 -3.2109 -1.0632 0.1 0.0 0.2 0.062
O 6.8457 -3.2060 0.9809 -0.1 -0.1 -0.3 0.088
N 1.5484 3.1024 0.1935 -1.5 -1.9 0.9 -0.350
C 5.7073 -3.3936 0.2626 -0.3 -0.1 0.1 -0.561
C 3.2518 0.8322 -0.0462 0.3 0.3 0.3 -0.261
C -0.6246 -2.1467 0.0368 -0.6 -0.7 0.4 -0.210
C -1.1275 -2.9671 3.5295 0.8 0.1 0.1 -0.118
C -5.3274 3.3195 -4.0398 0.0 -0.1 -0.4 -0.105
C 7.9277 -3.1179 0.0481 0.7 0.4 0.2 -0.341
C 0.0522 -2.7741 2.4925 -0.4 0.5 0.7 -0.226
C -4.5926 2.8296 -2.8233 0.9 0.5 0.1 -0.325
C 9.0061 -2.1866 0.5550 0.0 -0.1 0.5 -0.025
C -2.4241 2.8479 1.3611 0.2 0.0 -1.1 -0.212
C -3.4619 3.7310 -2.3822 -0.2 -0.1 0.5 -0.013
C -6.8119 2.6305 -2.5054 0.0 -0.1 0.3 -0.565
C -2.1522 -2.4876 -0.0557 0.8 0.2 -0.9 -0.195
C 2.9619 -1.3811 -0.7208 -0.5 -1.0 0.0 -0.089
C -3.0534 -1.2868 -0.5356 -0.6 -1.2 1.0 -0.177
C -2.4628 1.4328 0.6874 -0.9 0.6 -0.6 -0.208
C 7.2304 -2.6281 -1.1922 0.0 0.0 -0.5 -0.100
C -3.9014 -0.7689 0.6818 -0.8 1.0 -0.8 -0.197
C -0.9798 3.3558 1.6350 -0.5 -0.8 1.1 -0.234
C -0.2130 -1.6320 1.4502 0.6 -0.7 -0.5 -0.216
C -3.8666 0.7807 0.8930 0.4 -0.1 1.0 -0.197
H -2.4553 -2.8895 0.9340 -0.2 0.3 -0.6 0.094
H -4.8957 2.9455 -4.9673 -0.2 -0.1 0.0 0.137
H -4.1497 0.9596 1.9610 0.0 -0.1 -0.6 0.100
H 7.7139 -2.9700 -2.1066 -0.2 -0.1 0.0 0.138
H 9.5229 -2.6331 1.4061 0.0 0.0 -0.1 0.084
H -2.2794 -3.3081 -0.7949 0.1 0.3 0.4 0.095
H -3.7610 -1.7157 -1.2810 0.4 0.4 0.4 0.095
H 9.7409 -1.9735 -0.2226 0.0 -0.1 0.0 0.089
H 0.9364 -2.4587 3.0885 -0.4 -0.3 -0.4 0.096
H -1.8993 -2.1839 3.4100 0.3 -0.5 -0.1 0.053
H -4.6359 1.3284 0.3053 0.5 -0.4 0.1 0.102
H -0.7069 -2.8344 4.5497 -0.4 -0.2 -0.5 0.059
H -2.3551 1.6131 -0.4047 0.3 -0.3 0.7 0.082
H 3.6610 0.2886 0.8305 -0.4 0.5 -0.2 0.103
H -0.4753 2.5959 2.2724 0.1 0.4 -0.7 0.085
H 0.3207 -3.7444 2.0322 -0.2 0.5 0.0 0.096
H 3.5649 -1.6816 0.1600 -0.2 0.5 -0.4 0.075
H 1.8920 -1.5537 -0.4726 0.7 0.2 -0.2 0.070
H -3.6547 -1.2571 1.6440 0.3 0.1 -0.6 0.089
H -3.8436 4.6919 -2.0289 -0.1 0.0 -0.2 0.100
H 8.5753 -1.2477 0.9069 -0.1 0.0 -0.2 0.094
H -0.3457 -1.4506 -0.7794 -0.1 -0.2 0.6 0.088
H 3.8898 1.7130 -0.2444 -0.4 -0.4 -0.2 0.107
H -2.8926 3.5484 0.6326 0.1 -0.3 0.6 0.102
H -5.4006 4.4094 -4.0929 0.1 0.0 0.1 0.137
H 0.7319 -1.0693 1.3290 -0.8 -0.1 0.3 0.058
H -4.2256 1.8079 -2.9647 -0.1 0.0 0.0 0.161
H -2.9221 3.2838 -1.5492 0.2 0.0 -0.2 0.036
H 3.2565 -2.0713 -1.5382 -0.2 0.6 0.3 0.099
H -1.6081 0.7917 0.9714 -0.5 0.3 0.1 0.091
H -1.5822 -3.9738 3.4785 0.1 0.5 0.0 0.058
H 7.1225 -1.5405 -1.2299 0.1 0.0 0.1 0.144
H 8.3345 -4.1242 -0.0952 -0.1 0.0 -0.1 0.157
H -0.9720 4.2927 2.2273 0.0 -0.3 -0.7 0.096
H -0.0757 -3.1053 -0.1294 -0.2 0.6 0.0 0.100
H -4.9637 -1.0403 0.4752 0.6 0.1 0.3 0.100
H -0.9935 -0.9757 1.8836 0.6 -0.1 -0.4 0.095
H -2.7536 3.9048 -3.1924 0.0 -0.1 0.0 0.100
H -2.4899 -0.4972 -1.0627 0.0 -0.4 0.5 0.101
H -3.0593 2.8720 2.2731 0.7 0.0 -0.3 0.108
```
Forces are in eV/Å.

Computed properties:
Highest occupied orbital energy (Eh): -0.2096
Lowest unoccupied orbital energy (eV): 1.988
Multiplicity: 1
Total charge: -1


Density functional theory data (ωB97M-V/def2-TZVPD) for C7H15Cl3FNO4SSi as an isolated structure.

The geometry in XYZ format:
```
33
Properties=species:S:1:pos:R:3:forces:R:3:lowdin_charge:R:1
Cl 6.0443 -0.2210 -2.8401 0.0 0.0 0.0 0.533
Cl 3.2969 -1.1541 -2.9075 0.0 -0.2 -0.4 0.553
Cl 3.8598 1.6867 -2.7319 0.0 0.0 0.0 0.570
S -1.3433 2.1864 1.1980 1.6 0.4 0.0 0.543
Si -2.2618 -0.5180 0.6179 -1.0 -1.0 0.5 0.509
F -2.8035 2.1661 1.7108 -0.7 -0.1 -0.1 -0.132
O 1.2819 1.1041 1.4519 0.2 0.2 -0.4 -0.001
O -0.6235 2.9965 2.0941 0.0 0.1 0.8 -0.208
O -1.2983 2.5426 -0.1752 -0.7 -0.2 -0.5 -0.233
O 3.0906 2.1513 0.6512 -0.9 -1.6 0.3 0.115
N -1.0365 0.5831 1.4041 -0.1 0.2 -0.7 -0.212
C 0.3037 0.2318 0.9243 0.5 -0.2 0.5 -0.287
C 2.4887 1.1046 0.7758 0.7 1.7 0.1 -0.476
C -3.1877 -1.3435 2.0278 0.4 0.2 -0.5 -0.159
C -3.4202 0.3221 -0.5825 0.3 -0.4 0.3 -0.163
C -1.4357 -1.9177 -0.3412 0.2 1.0 0.1 -0.158
C 4.4051 0.1424 -3.3786 0.0 0.1 0.1 -1.524
C 2.9855 -0.2229 0.2820 -0.5 0.0 0.1 -0.017
H -0.9750 -1.4888 -1.2270 0.3 -0.1 -0.2 0.035
H 0.4982 -0.7669 1.2974 -0.1 -0.3 -0.1 0.119
H 2.6517 -1.0325 0.9196 0.0 -0.1 0.2 0.088
H -3.6923 -2.2258 1.6487 -0.3 -0.1 -0.2 0.030
H 0.3760 0.2448 -0.1606 -0.1 0.0 -0.3 0.127
H -2.8724 0.5651 -1.4843 0.0 0.3 -0.2 0.038
H -2.4664 -1.7128 2.7480 0.1 0.1 0.4 0.032
H -4.1644 -0.4268 -0.8423 -0.1 -0.3 -0.1 0.041
H 2.5736 -0.4217 -0.7068 0.1 0.1 0.1 0.005
H 4.0613 -0.2178 0.2315 0.3 0.1 -0.1 0.091
H -3.9021 -0.6760 2.4924 -0.1 0.0 0.3 0.031
H 4.4082 0.2044 -4.4579 0.0 0.0 0.0 0.010
H -2.1896 -2.6126 -0.6889 -0.3 -0.2 0.1 0.041
H -3.9629 1.1699 -0.1904 0.1 0.3 0.0 0.029
H -0.6897 -2.4431 0.2392 0.2 -0.3 0.1 0.032
```
Forces are in eV/Å.

Computed properties:
Highest occupied orbital energy (Eh): -0.3829
Lowest unoccupied orbital energy (eV): 0.269
Multiplicity: 1
Energy above the lowest of the compared OMol25 structures with the same formula, charge and spin (kcal/mol): 0.0


Density functional theory data (ωB97M-V/def2-TZVPD) for the molecule C2HFN4O2.

The geometry in XYZ format:
```
10
Properties=species:S:1:pos:R:3:forces:R:3:lowdin_charge:R:1
F 0.6673 2.9827 0.0479 0.5 0.4 0.0 0.124
O -2.5907 -0.7399 1.1145 0.1 0.1 0.0 0.083
O -2.4874 -0.8546 -1.0738 -0.2 0.0 0.1 0.081
N 1.6361 -0.4000 -0.2144 0.3 -1.2 -0.4 -0.080
N 0.4990 -1.1683 -0.0226 -0.9 -0.3 0.3 0.126
N 1.6833 0.9245 -0.1063 0.4 1.6 0.3 0.060
N -1.9890 -0.7959 0.0499 -1.1 -0.6 -0.2 -0.415
C -0.6449 -0.7697 0.0629 2.8 1.8 0.0 0.012
C 0.7443 1.6969 0.0633 -1.4 -1.9 0.0 -0.140
H 2.4820 -0.8756 0.0784 -0.4 0.2 0.0 0.148
```
Forces are in eV/Å.

Computed properties:
Highest occupied orbital energy (alpha / beta) (Eh): -0.3459 / -0.3599
Lowest unoccupied orbital energy (alpha / beta) (eV): -1.691 / -2.014
Multiplicity: 1
Energy above the lowest of the compared OMol25 structures with the same formula, charge and spin (kcal/mol): 43.0


Density functional theory data (ωB97M-V/def2-TZVPD) for the molecule C2HCl2NO.

The geometry in XYZ format:
```
7
Properties=species:S:1:pos:R:3:forces:R:3:mulliken_spin:R:1
Cl 0.7362 1.6079 1.2449 0.1 0.7 0.7 0.228
Cl -0.7627 -1.4257 1.1010 -0.5 -0.8 0.8 0.089
O -1.2423 1.6847 -0.4121 -8.8 5.7 -4.3 0.858
N 0.6993 -0.7476 -1.0034 1.7 -2.6 -0.6 0.028
C -0.0722 -0.4421 -0.1089 -1.2 2.2 0.2 0.139
C -0.3894 1.0812 0.0534 9.2 -6.7 3.8 0.622
H 1.0311 -1.7585 -0.8748 -0.6 1.5 -0.6 0.037
```
Forces are in eV/Å.

Computed properties:
Highest occupied orbital energy (alpha / beta) (Eh): -0.2302 / -0.4200
⟨S²⟩: 2.008
Lowest unoccupied orbital energy (alpha / beta) (eV): 0.611 / -4.025
Multiplicity: 3
Energy above the lowest of the compared OMol25 structures with the same formula, charge and spin (kcal/mol): 30.1


Density functional theory data (ωB97M-V/def2-TZVPD) for a 3-piece molecular cluster, C16H29B2BrClN4O12 overall.

The geometry in XYZ format:
```
65
Properties=species:S:1:pos:R:3:forces:R:3:lowdin_charge:R:1
Br -1.0282 2.1493 -2.7779 0.0 0.0 -0.1 0.804
Cl 3.8941 2.0483 -1.6701 0.2 0.0 -0.1 0.889
O -1.7052 3.6911 2.3291 -0.1 -0.6 -0.2 0.191
O -3.7838 -1.4014 -3.9412 0.0 0.0 0.0 0.035
O -2.4283 -2.1965 -5.5686 0.0 0.0 0.0 0.124
O 0.0742 -2.7010 0.1770 0.0 0.1 0.0 0.022
O 0.4619 -4.3404 1.6858 0.0 0.0 0.0 0.133
O 1.2132 4.2752 3.2848 0.3 0.0 -0.3 0.224
O 6.5861 1.8833 1.1438 0.0 -0.1 -0.1 0.170
O 4.9115 1.0330 2.3867 -0.7 0.0 -0.5 0.114
O -2.0571 3.6956 -0.7683 0.0 0.2 0.1 0.082
O -0.8241 -2.5400 2.1374 0.0 0.0 0.0 -0.011
O 2.9829 2.7698 3.8969 -0.3 0.0 -0.1 0.085
O -3.6312 -3.5380 -4.2078 0.0 0.0 0.0 0.002
N 2.0705 2.7649 1.5862 0.6 -0.2 0.0 0.237
N 3.2223 2.7309 0.7917 -0.1 -0.3 0.3 -0.006
N 1.5561 1.9750 -0.4400 -0.2 -0.1 -0.1 0.190
N -0.1970 2.2067 1.1126 -0.1 -0.1 -0.1 0.123
C -3.1391 -4.6718 -4.9335 0.0 -0.1 0.0 -0.032
C -0.6695 1.8496 3.7516 0.3 0.0 -0.2 0.042
C 0.1131 -4.5717 -1.4079 -0.1 0.0 0.1 -0.056
C -1.0874 -3.1167 3.4243 0.0 0.1 0.2 -0.035
C -1.1001 1.6686 0.0873 -0.3 -0.1 0.0 -0.121
C 0.8681 -3.4136 -0.7971 0.1 0.0 -0.2 -0.205
C -3.2084 -2.3618 -4.6664 0.0 0.0 0.0 -0.614
C -4.2263 0.3758 -5.5718 -0.1 -0.2 0.0 -0.055
C 2.8338 1.4420 4.4436 0.3 0.0 0.1 -0.017
C 2.8296 2.2629 -0.3920 -0.1 -0.2 0.0 -0.718
C -1.4887 2.6869 -0.9889 0.2 -0.1 0.0 -0.787
C -3.4633 -0.0575 -4.3403 0.0 0.2 0.0 -0.248
C 1.0844 2.2967 0.7764 -0.1 0.3 0.3 -0.252
C -0.0477 -3.3028 1.3588 0.0 0.0 0.0 -0.619
C 5.4775 1.9483 1.5735 0.1 0.1 0.0 -0.483
C 4.5633 3.1162 1.1875 0.2 0.2 0.0 -0.010
B 2.1117 3.2868 3.0266 -0.2 0.2 0.1 -0.670
B -0.8881 2.6046 2.4061 0.1 0.6 0.1 -0.525
H -3.7419 0.5528 -3.4830 0.0 -0.1 0.0 0.103
H -3.4692 -5.5419 -4.3751 0.0 0.0 0.0 0.094
H -0.7153 0.7504 -0.3508 0.2 0.1 0.0 0.114
H 2.0244 1.4533 5.1715 0.0 0.0 0.0 0.099
H 4.5230 3.8931 1.9495 0.0 -0.1 0.1 0.150
H -1.7202 -3.9959 3.3252 0.0 0.0 0.0 0.103
H -5.2983 0.2530 -5.4160 0.0 0.1 0.0 0.085
H 1.7988 -3.7385 -0.3327 -0.1 0.0 0.1 0.123
H -2.0532 -4.6490 -4.9932 0.0 0.0 0.0 0.093
H -0.1052 -5.3331 -0.6614 0.0 0.0 0.0 0.079
H -1.6465 1.6642 4.2054 0.1 -0.1 0.0 0.092
H -2.3871 0.0272 -4.4862 0.0 -0.1 -0.1 0.084
H -3.9354 -0.2165 -6.4376 0.0 0.0 0.0 0.079
H -4.0214 1.4250 -5.7856 0.0 0.0 0.0 0.082
H -0.0868 0.9290 3.6960 -0.1 0.0 0.0 0.071
H -2.6352 3.5833 2.1103 0.0 0.3 0.0 0.131
H -0.1664 2.5474 4.4277 -0.1 0.0 0.1 0.080
H 1.1008 -2.6649 -1.5522 0.0 0.1 0.0 0.120
H 3.7649 1.1932 4.9415 0.0 0.0 0.0 0.101
H -0.1609 -3.3881 3.9250 0.0 -0.1 -0.1 0.095
H 1.5127 5.1871 3.3599 -0.2 0.0 0.2 0.149
H -1.6041 -2.3546 4.0004 0.0 0.0 -0.1 0.089
H 0.7112 -5.0252 -2.1980 0.0 0.0 0.0 0.086
H 5.1816 0.1496 2.0936 0.5 0.0 0.4 0.149
H -2.0460 1.4099 0.5739 0.1 0.0 0.0 0.146
H -3.5602 -4.6899 -5.9367 0.0 0.0 0.0 0.100
H 5.0482 3.5454 0.3111 -0.1 0.1 0.1 0.130
H 2.6356 0.7128 3.6585 0.0 0.0 0.0 0.091
H -0.8289 -4.2272 -1.8365 0.0 0.0 -0.1 0.079
```
Forces are in eV/Å.

Computed properties:
Highest occupied orbital energy (Eh): -0.4559
Lowest unoccupied orbital energy (eV): -3.250
Multiplicity: 1
Total charge: +1


Density functional theory data (ωB97M-V/def2-TZVPD) for C23H25As2F2IrNOS2 as an isolated structure.

The geometry in XYZ format:
```
57
Properties=species:S:1:pos:R:3:forces:R:3:mulliken_spin:R:1
Ir 0.7542 0.4905 -0.5637 -0.7 -2.0 4.2 0.026
As -0.7370 -0.0105 -2.4517 -0.4 -0.3 -1.1 -0.005
As -2.0136 0.4277 0.7274 0.4 0.8 -1.5 -0.012
S 3.7413 0.8783 -3.4924 0.1 -0.3 0.6 0.729
S 2.7902 -0.8533 -1.5858 -1.5 0.7 0.5 0.352
F 1.6309 5.0459 2.3491 0.0 -0.1 0.0 0.000
F 2.7384 1.0068 4.4035 0.0 0.1 0.0 0.000
O 5.1219 0.4580 -1.3038 -0.4 0.3 -1.1 -0.010
N 1.0402 -1.0338 1.1144 0.4 2.2 -1.7 0.054
C -3.0553 0.2163 2.3908 0.6 -0.2 0.2 -0.002
C -4.4465 -1.9614 -2.5552 0.1 0.1 0.1 0.000
C 1.2362 3.0544 1.1843 -0.2 -0.2 -0.6 0.001
C 1.9429 -2.7828 3.0010 0.0 0.1 -0.1 -0.004
C -2.6271 2.2050 0.1683 -0.1 -0.1 0.1 0.000
C 4.0550 0.2273 -1.9893 0.5 0.8 -0.4 -0.074
C 1.7429 0.9293 2.2480 0.1 0.1 0.0 0.002
C 0.8742 -2.3343 0.9345 -0.2 -0.7 -0.2 -0.005
C -4.8868 -1.9355 -1.2439 0.0 0.0 0.0 0.000
C -3.2385 -1.3699 -2.8849 0.2 0.1 -0.1 0.000
C -4.1421 -1.2911 -0.2701 0.1 0.2 0.1 0.001
C 1.2761 1.6717 1.1298 0.4 -1.2 -0.2 -0.027
C 2.1234 -1.4215 3.1761 -0.1 -0.2 -0.1 -0.010
C 5.3320 -0.1653 -0.0467 0.1 -0.6 1.1 0.010
C -2.9442 -0.6681 -0.6021 0.3 0.0 0.3 -0.005
C 1.3133 -3.2615 1.8601 -0.2 0.3 0.0 -0.003
C 1.6973 3.7214 2.3132 0.1 -0.6 0.2 0.002
C -1.2687 1.3566 -3.7357 0.1 0.1 -0.1 0.001
C 1.6555 -0.5352 2.2003 0.3 0.2 0.6 -0.009
C 0.0168 -1.3765 -3.6244 -0.1 0.0 -0.1 -0.002
C -2.4688 -0.7446 -1.9096 0.3 0.1 0.2 0.001
C 2.2369 1.6498 3.3445 -0.3 0.3 -0.4 0.003
C 2.2188 3.0321 3.3966 0.0 0.1 -0.1 -0.001
H 4.8648 -1.1527 -0.0171 0.1 0.1 0.0 -0.006
H -1.8197 0.8835 -4.5541 0.1 0.0 0.2 0.000
H -5.0295 -2.4487 -3.3180 -0.1 -0.1 -0.1 0.000
H 0.3662 -2.6351 0.0244 0.1 0.0 0.0 -0.005
H 0.8848 -0.9606 -4.1397 -0.1 0.0 0.1 -0.001
H -2.5950 0.8248 3.1707 0.0 0.0 -0.1 0.000
H 1.1593 -4.3137 1.6915 0.0 -0.1 0.0 0.001
H -2.3432 2.9450 0.9180 0.0 -0.1 0.0 0.000
H 0.3367 -2.2425 -3.0434 -0.1 0.1 0.0 0.000
H -1.9022 2.1115 -3.2678 0.1 -0.1 0.0 0.000
H 6.4077 -0.2598 0.0795 -0.1 0.1 -0.1 0.002
H -2.8918 -1.4043 -3.9102 0.0 0.0 0.0 0.000
H -3.0643 -0.8221 2.7252 0.0 0.1 -0.1 0.000
H -4.0773 0.5701 2.2375 0.2 0.0 -0.3 -0.001
H -5.8131 -2.4145 -0.9728 -0.1 -0.1 0.0 0.000
H 2.6217 -1.0685 4.0626 0.0 0.1 -0.1 0.000
H -2.1646 2.4708 -0.7843 0.0 -0.1 0.1 0.000
H 2.2923 -3.4721 3.7528 0.1 -0.1 0.1 0.000
H -0.7099 -1.6979 -4.3734 0.0 0.1 0.1 -0.001
H 0.8603 3.6506 0.3644 0.0 0.0 -0.1 -0.001
H -4.5045 -1.2633 0.7490 -0.1 0.0 0.0 0.000
H -3.7142 2.2105 0.0582 0.1 -0.1 0.0 0.000
H 2.5907 3.5519 4.2672 0.0 0.0 0.0 0.000
H -0.3837 1.8467 -4.1446 0.0 -0.1 0.0 0.000
H 4.9185 0.4647 0.7422 0.0 0.0 -0.1 -0.003
```
Forces are in eV/Å.

Computed properties:
Highest occupied orbital energy (alpha / beta) (Eh): -0.5189 / -0.5187
⟨S²⟩: 0.764
Lowest unoccupied orbital energy (alpha / beta) (eV): -8.013 / -8.425
Multiplicity: 2
Total charge: +2


Look up the multiplicity of the first one. 1


Which value of multiplicity does entry 1 give? 1


Which of these has the highest multiplicity? C2HCl2NO